Here is a molecular structure, C19H18ClIrN3O2 from the Open Molecules 2025 dataset. Energies are from ωB97M-V/def2-TZVPD.

Frontier orbital gap: 0.2659 hartree
HOMO level: -0.4025 hartree
Total charge: +1
DFT total energy: -1613.85471 Eh

CARTESIAN COORDINATES (ANGSTROEM)
H (-1.129, 0.941, 4.945)
C (-0.589, -2.817, -1.968)
C (1.807, -2.838, -0.673)
H (4.798, -2.005, 0.593)
C (-1.339, -0.492, 3.359)
C (3.988, -0.875, -1.010)
C (3.063, -2.893, 0.159)
C (-1.095, 1.872, 3.019)
C (-1.152, 4.312, -1.608)
H (-1.122, 2.507, -2.780)
H (1.939, -4.912, -1.188)
H (-0.964, 2.872, 3.405)
H (-1.136, 4.961, -2.475)
C (-1.187, 1.664, 1.654)
H (-0.232, -4.871, -2.444)
Ir (-1.376, 0.186, -0.768)
C (-1.182, 4.865, -0.333)
H (-1.409, -1.358, 4.000)
C (-1.151, 2.931, -1.781)
H (-1.542, -2.766, -2.474)
N (-1.317, 0.402, 1.165)
C (-3.265, 0.040, -1.028)
H (-3.843, 0.666, -0.353)
C (-1.397, -0.649, 1.993)
C (0.149, -3.989, -1.949)
Cl (-3.618, -1.672, -0.627)
N (-0.178, -1.696, -1.361)
O (3.346, 0.304, -0.553)
C (-1.164, 2.663, 0.605)
H (-1.205, 5.938, -0.206)
C (-1.185, 4.039, 0.782)
C (1.014, -1.711, -0.740)
C (1.350, -4.007, -1.270)
C (-1.181, 0.788, 3.875)
H (5.012, -0.668, -1.319)
H (-1.499, -1.620, 1.526)
H (1.341, -0.781, -0.284)
H (3.426, -1.198, -1.882)
H (-1.230, 4.477, 1.772)
O (3.184, -3.777, 0.978)
H (3.938, 0.784, 0.035)
H (-3.521, 0.230, -2.076)
C (-1.165, 2.096, -0.669)
N (4.019, -1.939, -0.046)

In elementary charge units, the Mulliken charges are:
1. H 0.4470
2. C -0.2609
3. C 0.0110
4. H 0.2621
5. C -0.8638
6. C -0.6503
7. C 0.1611
8. C -0.9613
9. C -0.6969
10. H 0.4360
11. H 0.4964
12. H 0.4176
13. H 0.4151
14. C 0.7983
15. H 0.4256
16. Ir 0.7265
17. C -0.7717
18. H 0.4383
19. C -0.5357
20. H 0.4607
21. N -0.0997
22. C -0.7336
23. H 0.3760
24. C 0.0723
25. C -0.8255
26. Cl -0.1459
27. N -0.4166
28. O -0.4930
29. C 1.5122
30. H 0.4122
31. C -0.6702
32. C 0.0296
33. C -0.3326
34. C -0.4095
35. H 0.4445
36. H 0.4372
37. H 0.6596
38. H 0.4274
39. H 0.3720
40. O -0.5894
41. H 0.3000
42. H 0.4658
43. C -0.4468
44. N -0.1007

Here is a single C18H22N2O3S molecule from the Open Molecules 2025 dataset. Energies are from ωB97M-V/def2-TZVPD.

SMILES string: COc1cccc(NC(=S)N[C@H](C)c2ccc(OC)c(OC)c2)c1
Energy above the lowest of the compared OMol25 structures with the same formula, charge and spin: 243.2 kJ/mol
Frontier orbital gap: 0.3075 hartree
HOMO level: -0.2897 hartree
DFT total energy: -1432.49159 Eh

CARTESIAN COORDINATES (ANGSTROEM)
H (0.972, 3.004, -3.253)
C (4.185, -3.343, -0.502)
C (-4.522, 0.406, 2.094)
H (-5.882, -1.650, -2.279)
H (3.863, -3.534, 0.524)
C (1.278, 1.998, -1.367)
H (5.136, -0.703, 3.101)
O (-6.125, -1.844, -0.227)
H (2.661, 2.906, -2.739)
H (3.968, -4.216, -1.118)
C (-5.176, -0.995, 0.261)
C (-3.356, 0.764, 1.436)
H (-6.807, -3.043, -1.671)
C (-5.429, -0.462, 1.526)
N (-0.024, 1.359, -1.427)
S (-0.593, 2.230, 0.972)
H (1.939, -0.599, -1.956)
H (1.860, 1.475, -3.385)
H (6.432, -0.116, 2.019)
H (2.883, 2.557, 0.771)
H (6.425, -1.810, 2.567)
C (3.401, -1.053, -0.514)
H (-3.798, -1.045, -1.385)
H (-2.661, 1.443, 1.896)
C (4.157, -0.580, 0.575)
H (4.506, 1.106, 1.846)
H (5.259, -3.148, -0.513)
C (2.491, -0.195, -1.120)
C (-3.097, 0.238, 0.179)
C (3.946, 0.723, 1.008)
C (-5.935, -2.414, -1.497)
C (5.796, -0.971, 2.270)
O (5.071, -1.425, 1.155)
H (-5.033, -3.034, -1.530)
C (1.718, 2.369, -2.780)
H (-0.131, 0.670, -2.158)
C (3.028, 1.556, 0.395)
H (-4.718, 0.817, 3.072)
C (2.293, 1.106, -0.687)
C (-4.014, -0.644, -0.405)
O (3.454, -2.291, -1.089)
C (-0.880, 1.322, -0.375)
H (1.151, 2.906, -0.769)
H (-1.965, 0.039, -1.475)
H (-6.338, -0.744, 2.032)
N (-1.961, 0.519, -0.582)

In elementary charge units, the Mulliken charges are:
1. H 0.4288
2. C -0.7735
3. C -0.6943
4. H 0.3217
5. H 0.3002
6. C -0.7916
7. H 0.3671
8. O -0.4187
9. H 0.3980
10. H 0.2818
11. C 0.5036
12. C -0.6855
13. H 0.2361
14. C -0.7195
15. N -0.2052
16. S -0.4539
17. H 0.3765
18. H 0.3407
19. H 0.3563
20. H 0.3498
21. H 0.2548
22. C -0.0128
23. H 0.3396
24. H 0.2436
25. C 1.3652
26. H 0.3830
27. H 0.2529
28. C -0.2979
29. C 0.6481
30. C -0.3259
31. C -0.8027
32. C -0.9646
33. O -0.4445
34. H 0.3215
35. C -1.5756
36. H 0.2965
37. C -1.2215
38. H 0.3746
39. C 0.6454
40. C -0.1877
41. O -0.4574
42. C 0.5978
43. H 0.5725
44. H 0.1382
45. H 0.4323
46. N -0.0937

Here is 2 unconnected molecules or ions with the total composition CH8N4O2 from the Open Molecules 2025 dataset. Energies are from ωB97M-V/def2-TZVPD.

SMILES string: CON=O.NNN
Energy above the lowest of the compared OMol25 structures with the same formula, charge and spin: 421.4 kJ/mol
Frontier orbital gap (alpha / beta): 0.2637 / 0.2637 hartree
HOMO level (alpha / beta): -0.2992 / -0.2991 hartree
DFT total energy: -412.19812 Eh

CARTESIAN COORDINATES (ANGSTROEM)
C (-1.011, 1.915, 0.352)
N (0.615, -1.918, -1.273)
H (2.373, -0.853, -0.029)
N (1.607, -0.191, -0.067)
H (-1.620, 2.440, 1.093)
N (-0.544, -0.043, 1.749)
H (-0.195, -0.018, -0.870)
N (0.773, -0.506, -1.128)
H (0.051, 2.147, 0.498)
O (-1.197, 0.514, 0.444)
H (0.500, -2.128, -2.256)
H (1.103, -0.199, 0.848)
H (-0.196, -2.270, -0.763)
O (-0.941, -1.110, 2.053)
H (-1.317, 2.219, -0.650)

In elementary charge units, the Mulliken charges are:
1. C -0.5573
2. N -0.4813
3. H 0.3301
4. N -0.4623
5. H 0.2509
6. N 0.1486
7. H 0.3660
8. N -0.2933
9. H 0.3473
10. O -0.3704
11. H 0.2490
12. H 0.2291
13. H 0.2065
14. O -0.2264
15. H 0.2634

Here is a molecular structure, C32H46BrN3P2Pd from the Open Molecules 2025 dataset. Energies are from ωB97M-V/def2-TZVPD.

Energy above the lowest of the compared OMol25 structures with the same formula, charge and spin: 0.0 kJ/mol
Frontier orbital gap (alpha / beta): 0.2740 / 0.1751 hartree
HOMO level (alpha / beta): -0.4683 / -0.4683 hartree
2S+1: 3
Total charge: +2
DFT total energy: -4795.26800 Eh

CARTESIAN COORDINATES (ANGSTROEM)
H (3.995, -0.787, -0.708)
C (1.592, 3.264, -0.744)
H (2.655, 4.487, -2.244)
H (-2.389, 3.144, 2.185)
C (1.881, 0.965, -2.838)
Pd (-0.085, 0.527, -0.396)
C (2.842, -0.980, 2.515)
C (-3.525, 1.140, 0.316)
H (2.160, 0.122, -2.178)
C (-1.302, -2.817, -3.013)
H (-0.978, 3.992, -4.537)
C (3.147, 1.520, -3.482)
H (-2.453, 0.682, 3.421)
H (3.810, 2.324, 2.208)
C (-0.809, -4.121, 2.281)
H (-4.215, -0.675, 2.079)
H (-4.294, 1.196, 1.103)
H (0.866, 3.454, 0.069)
H (2.006, -4.591, -2.252)
H (1.634, -3.287, 1.842)
H (-3.348, 2.007, -1.667)
C (-0.391, 2.674, 2.883)
C (-2.197, 0.010, 2.585)
C (-3.704, 2.287, -0.668)
Br (4.716, 2.137, -0.580)
C (-3.266, -1.071, 2.457)
H (1.480, -2.388, -1.078)
H (0.504, -5.490, -3.987)
C (0.007, -3.397, 3.211)
H (-0.529, -4.209, 1.226)
C (-0.441, -2.237, -2.073)
H (0.679, 4.277, -3.995)
C (-0.475, 2.852, -2.790)
C (-2.194, -0.908, -2.265)
C (3.607, 1.294, 1.961)
N (-2.399, -1.970, -3.079)
H (-1.243, 2.085, -2.974)
H (-0.932, 3.592, -2.115)
C (-0.982, -3.946, -3.754)
C (-0.529, -3.235, 4.513)
H (2.774, 5.048, -0.571)
C (3.047, 0.387, 2.873)
P (-1.850, 1.032, 1.085)
C (2.097, 4.595, -1.308)
H (-3.468, -1.519, 3.437)
P (0.844, 2.065, -1.857)
H (-2.929, -1.881, 1.803)
H (3.294, -2.444, 0.996)
N (-1.005, -1.019, -1.672)
C (0.233, -4.578, -3.451)
H (1.270, 5.293, -1.479)
H (-1.229, -0.439, 2.846)
H (2.447, 2.742, -0.280)
H (-1.678, -4.281, -4.525)
C (0.794, -2.843, -1.789)
H (-2.623, -5.294, 2.025)
H (-4.768, 2.542, -0.760)
H (3.621, 0.734, -4.087)
N (-2.481, -4.532, 3.957)
H (-2.233, -3.656, 5.814)
H (2.779, 0.759, 3.869)
H (1.222, 0.542, -3.613)
H (0.523, 2.171, 2.546)
C (1.087, -4.042, -2.469)
H (3.872, 1.811, -2.708)
H (2.967, 2.397, -4.111)
H (-3.222, -2.145, -3.637)
H (-3.174, 3.187, -0.344)
H (0.274, 2.781, -4.840)
H (-3.686, 0.174, -0.186)
C (3.864, 0.867, 0.660)
H (-0.741, 2.170, 3.791)
C (-2.017, -4.695, 2.713)
H (-1.142, 3.316, 0.944)
C (1.317, -2.906, 2.812)
C (3.293, -1.383, 1.234)
H (-2.909, -0.103, -2.190)
C (3.749, -0.461, 0.287)
H (0.008, -2.671, 5.273)
C (-1.786, -3.798, 4.824)
H (2.222, -1.817, 4.441)
C (-0.090, 3.510, -4.111)
H (-0.120, 3.699, 3.167)
C (-1.464, 2.695, 1.792)
C (2.118, -1.932, 3.360)

In elementary charge units, the Mulliken charges are:
1. H 0.6414
2. C 0.9561
3. H 0.3176
4. H 0.5235
5. C 0.0899
6. Pd 0.6456
7. C 0.3042
8. C -1.0402
9. H -0.0952
10. C 0.7507
11. H 0.4329
12. C -0.9688
13. H 0.4683
14. H 0.4968
15. C -0.3464
16. H 0.3736
17. H 0.5499
18. H 0.0671
19. H 0.4559
20. H 0.2554
21. H 0.1803
22. C -1.3669
23. C -0.4020
24. C -1.1754
25. Br -0.1299
26. C -1.2553
27. H 0.3419
28. H 0.4219
29. C 0.5915
30. H 0.3983
31. C -0.2115
32. H 0.3263
33. C -0.2584
34. C -1.0551
35. C -0.2095
36. N -0.0661
37. H 0.2437
38. H 0.4203
39. C -0.9597
40. C -0.2115
41. H 0.4175
42. C -0.4891
43. P 0.9965
44. C -1.5063
45. H 0.3672
46. P 0.7537
47. H 0.2439
48. H 0.7100
49. N 0.6417
50. C -0.5469
51. H 0.4000
52. H 0.2537
53. H -0.9125
54. H 0.4225
55. C -0.1401
56. H 0.3672
57. H 0.3878
58. H 0.4073
59. N -0.5273
60. H 0.3803
61. H 0.4964
62. H 0.5065
63. H 0.2496
64. C -0.7823
65. H -0.0875
66. H 0.3513
67. H 0.2767
68. H 0.2657
69. H 0.3571
70. H 0.6396
71. C -0.0529
72. H 0.3609
73. C -0.4897
74. H 0.3604
75. C -0.6371
76. C -0.6884
77. H 0.4056
78. C -0.5030
79. H 0.3563
80. C -0.4462
81. H 0.5648
82. C -1.4360
83. H 0.4137
84. C -0.8217
85. C -0.7882